1.
A cluster of 3 separate species, C3H12NO2 in total, computed with the ωB97M-V functional and the def2-TZVPD basis.

Each line ends with the natural charge from an NBO analysis.
Geometry (Å):
C 0.589 1.319 1.140  -0.6850
C 1.309 0.256 0.436  -0.2386
C -0.580 -1.127 -0.403  0.1301
N 0.300 -0.176 -0.600  -0.3888
H 0.138 2.020 0.457  0.2242
H -0.318 1.024 1.675  0.2577
H 0.999 1.828 2.022  0.2590
H 2.203 0.669 -0.176  0.2402
H 1.717 -0.595 1.096  0.2435
H -1.336 -1.540 -1.116  0.2544
H -0.481 -1.441 0.600  0.2127
H 0.310 0.312 -1.491  0.4574
H 0.405 -1.553 -3.542  0.5175
H 0.884 -0.002 -3.667  0.4938
O 0.445 -0.622 -3.174  -0.9943
H -1.552 -0.408 2.744  0.5021
H -2.978 0.174 2.014  0.5203
O -2.056 -0.137 1.984  -1.0064

Computed properties:
Kohn-Sham gap, eV: 10.642
Total charge: +1
Relative energy (zero: lowest compared OMol25 entry of this formula, charge and spin), eV: 2.3115
Highest occupied orbital energy, eV: -15.015

=====

2.
A cluster of 3 separate species, C3H12NO2 in total, computed with the ωB97M-V functional and the def2-TZVPD basis.

Each line ends with the natural charge from an NBO analysis.
Geometry (Å):
C -1.170 -2.641 -0.581  -0.6527
C -1.114 -1.924 0.700  -0.1747
C -0.457 -0.798 0.564  -0.0657
N -0.423 0.373 1.521  -0.7821
H -0.989 -3.712 -0.575  0.2465
H -2.277 -2.656 -0.805  0.2480
H -0.704 -2.292 -1.416  0.2319
H -0.960 -2.238 1.808  0.2569
H 0.244 -0.634 -0.352  0.2251
H -0.383 0.041 2.645  0.4379
H 0.427 1.009 1.266  0.4866
H -1.410 0.896 1.605  0.4550
H 1.649 2.140 -0.325  0.5409
H 1.311 2.842 1.042  0.4904
O 1.467 2.029 0.664  -0.9618
H 2.322 2.818 -2.529  0.4930
H 1.005 2.268 -3.063  0.5045
O 1.461 2.479 -2.169  -0.9796

Computed properties:
Kohn-Sham gap, eV: 10.505
Total charge: +1
Relative energy (zero: lowest compared OMol25 entry of this formula, charge and spin), eV: 3.0733
Highest occupied orbital energy, eV: -13.764

=====

3.
A cluster of 3 separate species, C3H12NO2 in total, computed with the ωB97M-V functional and the def2-TZVPD basis.

Each line ends with the natural charge from an NBO analysis.
Geometry (Å):
C -0.833 0.912 -1.946  -0.6768
C -0.897 2.115 -1.027  -0.1100
C -0.715 2.096 0.289  -0.1001
N -0.706 0.807 1.006  -0.7253
H -0.317 1.223 -2.844  0.2590
H -0.164 0.168 -1.520  0.2178
H -1.829 0.484 -2.059  0.2423
H -1.295 3.004 -1.493  0.2426
H -0.289 2.898 0.869  0.2394
H -0.027 0.078 0.602  0.4797
H -0.619 0.830 2.016  0.4412
H -1.572 0.345 0.806  0.4255
H 2.133 -1.111 0.144  0.5148
H 1.040 -1.657 0.965  0.5179
O 1.229 -0.875 0.389  -0.9882
H 0.919 -4.127 1.364  0.4974
H 2.412 -3.775 1.302  0.4983
O 1.531 -3.415 1.136  -0.9755

Computed properties:
Kohn-Sham gap, eV: 10.792
Total charge: +1
Relative energy (zero: lowest compared OMol25 entry of this formula, charge and spin), eV: 1.3896
Highest occupied orbital energy, eV: -13.938

=====

4.
A cluster of 2 separate species, C3H12NO2 in total, computed with the ωB97M-V functional and the def2-TZVPD basis.

Each line ends with the natural charge from an NBO analysis.
Geometry (Å):
C -0.061 -0.310 0.876  -0.0942
O -1.460 -0.362 0.833  -0.7231
C 0.455 0.978 0.244  -0.0517
C 1.934 1.295 0.036  -0.6397
N -0.168 1.025 -1.133  -0.6837
H 0.338 -0.216 1.906  0.2085
H 0.319 -1.169 0.261  0.1831
H -1.743 -0.934 1.558  0.5038
H 0.027 1.799 0.823  0.2285
H 2.379 1.201 1.012  0.2537
H 2.006 2.256 -0.451  0.2288
H 2.515 0.734 -0.703  0.2352
H 0.210 0.333 -1.786  0.4429
H -1.163 0.804 -0.975  0.4661
H -0.061 1.955 -1.536  0.4400
H -1.335 -3.186 0.241  0.4604
H -2.520 -3.335 -0.597  0.4801
O -1.673 -2.868 -0.609  -0.9385

Computed properties:
Kohn-Sham gap, eV: 11.296
Total charge: +1
Relative energy (zero: lowest compared OMol25 entry of this formula, charge and spin), eV: 1.1024
Highest occupied orbital energy, eV: -14.586